Molecular formula: C34H57InN3O3Si
Method: DFT, ωB97M-V/def2-TZVPD

Positions of all 99 atoms, in Å:
1 O 1.13 -2.77 -1.34
2 O -1.46 -1.92 -3.94
3 C 2.47 -3.27 -1.75
4 C 3.22 -3.82 -0.56
5 H 2.95 -2.39 -2.19
6 H 2.40 -4.00 -2.57
7 H 3.51 -3.05 0.18
8 H 4.18 -4.18 -0.95
9 H 2.68 -4.63 -0.04
10 C -0.07 -3.62 -1.38
11 C 0.02 -4.57 -2.54
12 H -0.93 -2.94 -1.49
13 H -0.11 -4.11 -0.39
14 H -0.06 -3.98 -3.44
15 H -0.78 -5.30 -2.53
16 H 0.93 -5.14 -2.56
17 C -2.87 -1.71 -3.84
18 C -0.83 -1.16 -4.97
19 C -3.52 -2.97 -3.31
20 H -3.30 -1.46 -4.83
21 H -3.04 -0.86 -3.16
22 H -3.47 -3.77 -4.05
23 H -4.57 -2.78 -3.09
24 H -3.03 -3.32 -2.39
25 C -0.81 -1.89 -6.30
26 H 0.19 -0.97 -4.61
27 H -1.36 -0.19 -5.09
28 H -0.31 -2.86 -6.20
29 H -0.27 -1.29 -7.03
30 H -1.83 -2.06 -6.67
31 H -0.99 1.54 0.76
32 N 1.70 1.26 2.10
33 C 1.59 2.50 2.46
34 C 0.41 3.30 2.37
35 C -0.88 2.88 2.24
36 C 2.78 3.22 3.06
37 H 3.67 3.13 2.42
38 H 3.03 2.82 4.05
39 H 2.53 4.28 3.17
40 C -2.01 3.86 2.21
41 H -2.54 3.91 3.17
42 H -2.77 3.63 1.45
43 H -1.64 4.87 1.96
44 N -1.19 1.59 1.83
45 C 2.82 0.45 2.34
46 C 3.81 0.25 1.32
47 C 3.78 1.07 0.06
48 C 4.79 -0.71 1.52
49 H 5.54 -0.86 0.72
50 C 4.86 -1.47 2.68
51 H 5.63 -2.23 2.82
52 C 3.94 -1.22 3.72
53 H 4.00 -1.76 4.67
54 C 2.95 -0.25 3.58
55 C 2.00 0.02 4.71
56 C -2.38 0.93 2.30
57 C -3.35 0.58 1.35
58 C -3.19 0.91 -0.09
59 C -4.55 -0.02 1.72
60 H -5.27 -0.25 0.94
61 C -4.84 -0.22 3.06
62 H -5.79 -0.68 3.36
63 C -3.94 0.22 4.03
64 H -4.19 0.14 5.09
65 C -2.71 0.80 3.67
66 C -1.85 1.26 4.82
67 In 1.49 -1.48 0.29
68 H 3.05 0.68 -0.68
69 H 4.77 1.03 -0.41
70 H 3.52 2.12 0.26
71 H 1.87 1.09 4.88
72 H 2.39 -0.43 5.63
73 H 1.01 -0.42 4.51
74 H -4.16 1.19 -0.54
75 H -2.83 0.04 -0.68
76 H -2.51 1.76 -0.25
77 H -0.84 0.80 4.88
78 H -2.38 0.99 5.76
79 H -1.74 2.37 4.84
80 H 0.57 4.38 2.43
81 C -0.23 0.91 -1.10
82 Si 0.12 2.38 -2.19
83 H 0.21 0.08 -1.71
84 H -1.15 0.43 -0.78
85 C 1.38 2.11 -3.57
86 C 0.73 3.76 -1.09
87 C -1.53 2.70 -3.02
88 H -1.96 1.76 -3.41
89 H -1.38 3.40 -3.85
90 H -2.25 3.14 -2.30
91 H 2.38 1.84 -3.20
92 H 1.48 3.05 -4.12
93 H 1.08 1.33 -4.29
94 H 1.50 3.41 -0.40
95 H -0.09 4.18 -0.50
96 H 1.16 4.56 -1.70
97 O -1.64 -2.26 3.41
98 C -0.84 -1.98 2.56
99 N -0.04 -1.71 1.71

Calculated values
- E_tot (a.u.) = -2199.0000
- molar mass (g/mol) = 698.8
- relative energy (zero: lowest compared OMol25 entry of this formula, charge and spin) (kcal/mol) = 104.1
- total charge = +1
- E_HOMO (alpha / beta) (eV) = -9.992 / -9.999

Mulliken atomic charge list, values in e, 8 entries: atom 1 (O): -0.162, atom 2 (O): -0.095, atom 3 (C): -0.389, atom 4 (C): -1.086, atom 5 (H): 0.221, atom 6 (H): 0.591, atom 7 (H): 0.266, atom 8 (H): 0.457

Molecular formula: C4H10OS
Method: DFT, ωB97M-V/def2-TZVPD

Positions of all 16 atoms, in Å:
1 C -1.27 -1.99 1.19
2 C -1.09 -0.83 0.05
3 C -0.25 0.38 0.50
4 S -0.43 1.66 -0.93
5 C 1.31 -0.06 0.60
6 O 1.90 -0.58 -0.53
7 H -1.79 -2.83 0.72
8 H -1.90 -1.56 1.99
9 H -0.27 -2.35 1.50
10 H -0.44 -1.33 -0.73
11 H -2.10 -0.57 -0.29
12 H -0.67 0.84 1.42
13 H 0.78 1.26 -1.30
14 H 1.36 -0.88 1.34
15 H 1.78 0.80 1.05
16 H 2.78 -0.20 -0.65

Calculated values
- E_tot (a.u.) = -631.7892
- molar mass (g/mol) = 106.2
- relative energy (zero: lowest compared OMol25 entry of this formula, charge and spin) (kcal/mol) = 22.3
- structure (SMILES) = CC[C@H](S)CO
- E_HOMO (eV) = -8.854

Mulliken atomic charge list, values in e, 8 entries: atom 1 (C): -1.049, atom 2 (C): -0.602, atom 3 (C): -0.048, atom 4 (S): -0.227, atom 5 (C): -0.726, atom 6 (O): -0.486, atom 7 (H): 0.329, atom 8 (H): 0.295

Molecular formula: C6H10FN2
Method: DFT, ωB97M-V/def2-TZVPD

Positions of all 19 atoms, in Å:
1 N -1.22 -0.37 -1.72
2 C -0.93 -0.30 -0.34
3 F -2.15 0.00 0.38
4 C -0.39 -1.56 0.20
5 C 0.92 -1.71 0.37
6 C 1.85 -0.70 -0.10
7 C 1.49 0.59 -0.21
8 C 0.01 0.98 -0.14
9 N -0.25 1.65 1.27
10 H -2.22 0.05 -1.90
11 H -1.26 -1.34 -2.08
12 H -1.07 -2.24 0.63
13 H 1.38 -2.67 0.61
14 H 2.82 -1.05 -0.06
15 H 2.24 1.38 -0.49
16 H -0.34 1.79 -0.85
17 H -1.23 1.42 1.42
18 H -0.14 2.72 1.04
19 H 0.49 1.37 1.96

Calculated values
- E_tot (a.u.) = -443.7051
- molar mass (g/mol) = 129.2
- relative energy (zero: lowest compared OMol25 entry of this formula, charge and spin) (kcal/mol) = 39.8
- total charge = +1
- structure (SMILES) = N[C@@]1(F)C=CC=C[C@@H]1[NH3+]
- E_HOMO (eV) = -13.335

Mulliken atomic charge list, values in e, 8 entries: atom 1 (N): -0.636, atom 2 (C): 1.367, atom 3 (F): -0.435, atom 4 (C): -1.100, atom 5 (C): -0.202, atom 6 (C): -0.478, atom 7 (C): -0.633, atom 8 (C): -0.383

Molecular formula: C18H12Cl5F5NiO
Method: DFT, ωB97M-V/def2-TZVPD

Positions of all 42 atoms, in Å:
1 Ni -0.49 0.87 0.62
2 Cl 5.64 5.02 2.00
3 C 4.08 4.44 1.51
4 C 3.66 3.15 1.84
5 Cl 4.73 2.12 2.73
6 C 2.42 2.68 1.45
7 Cl 1.90 1.09 1.85
8 C 1.47 3.49 0.69
9 O 0.35 3.07 0.33
10 C 1.95 4.81 0.40
11 Cl 0.90 5.85 -0.49
12 C 3.21 5.26 0.80
13 Cl 3.71 6.86 0.39
14 F -1.18 2.32 3.00
15 C -1.56 1.21 2.25
16 F -2.93 1.45 2.00
17 C -1.63 0.08 3.28
18 F -2.17 -1.04 2.78
19 F -2.38 0.37 4.39
20 F -0.41 -0.25 3.75
21 C 1.18 -1.44 -1.76
22 C -0.14 -1.57 -0.97
23 C 0.20 -2.28 0.35
24 C -0.69 -0.16 -0.74
25 C -1.17 -2.41 -1.70
26 C -0.94 -3.06 -2.92
27 C -1.93 -3.79 -3.55
28 C -3.19 -3.90 -2.99
29 C -3.45 -3.26 -1.78
30 C -2.45 -2.52 -1.15
31 H 1.85 -0.81 -1.18
32 H 1.02 -0.95 -2.72
33 H 1.65 -2.42 -1.92
34 H 0.91 -1.67 0.90
35 H 0.63 -3.27 0.17
36 H -0.69 -2.37 0.97
37 H -1.31 0.11 -1.62
38 H 0.04 -2.99 -3.39
39 H -1.72 -4.28 -4.50
40 H -3.97 -4.47 -3.49
41 H -4.43 -3.33 -1.34
42 H -2.67 -1.99 -0.23

Calculated values
- E_tot (a.u.) = -5076.9180
- molar mass (g/mol) = 575.2
- total charge = -2
- E_HOMO (alpha / beta) (eV) = -0.545 / -0.492

Mulliken atomic charge list, values in e, 8 entries: atom 1 (Ni): -0.334, atom 2 (Cl): -0.260, atom 3 (C): 0.325, atom 4 (C): 0.008, atom 5 (Cl): -0.236, atom 6 (C): 0.583, atom 7 (Cl): -0.214, atom 8 (C): -0.391

Molecular formula: C2H5N3S
Method: DFT, ωB97M-V/def2-TZVPD

Positions of all 11 atoms, in Å:
1 C -0.10 1.30 0.53
2 C 1.09 -0.46 -0.46
3 N -0.93 1.03 -0.37
4 N 0.95 0.30 0.53
5 N -0.92 -1.74 -1.40
6 S -0.20 -0.56 -1.84
7 H 0.01 1.95 1.37
8 H 1.95 -1.12 -0.60
9 H -1.84 1.47 -0.44
10 H 1.67 0.25 1.30
11 H -1.63 -2.17 -1.98

Calculated values
- E_tot (a.u.) = -640.8267
- molar mass (g/mol) = 103.1
- relative energy (zero: lowest compared OMol25 entry of this formula, charge and spin) (kcal/mol) = 50.6
- total charge = +2
- E_HOMO (eV) = -21.092

Mulliken atomic charge list, values in e, 8 entries: atom 1 (C): 0.086, atom 2 (C): 0.061, atom 3 (N): -0.351, atom 4 (N): 0.029, atom 5 (N): -0.185, atom 6 (S): 0.471, atom 7 (H): 0.426, atom 8 (H): 0.451

Molecular formula: C28H52FNO9S
Method: DFT, ωB97M-V/def2-TZVPD

Positions of all 92 atoms, in Å:
1 C 5.21 -1.28 -2.07
2 C 5.25 -1.21 -0.45
3 C 4.09 -2.09 0.25
4 C 2.64 -1.82 -0.32
5 C 2.03 -2.54 -1.39
6 F 2.74 -3.60 -2.02
7 C 0.54 -2.13 -1.84
8 O -0.23 -3.00 -2.30
9 C 0.17 -0.58 -1.69
10 N -0.77 0.13 -2.62
11 C -1.91 0.09 -1.98
12 S -3.12 0.55 -0.91
13 C 0.78 0.13 -0.64
14 C 0.60 1.69 -0.33
15 O 1.37 2.46 -1.28
16 C 2.76 2.46 -0.96
17 C 3.48 3.78 -0.37
18 O 3.52 1.47 -1.14
19 C 1.74 -0.68 0.34
20 O 1.79 -0.38 1.55
21 H 4.85 -2.34 -2.33
22 H 4.53 -0.48 -2.51
23 H 6.28 -1.17 -2.46
24 H 6.25 -1.68 -0.14
25 H 5.28 -0.13 -0.05
26 H 4.07 -1.79 1.36
27 H 4.40 -3.19 0.14
28 H -0.51 1.93 -0.55
29 H 0.76 1.97 0.76
30 H 3.00 4.16 0.58
31 H 4.57 3.53 -0.13
32 H 3.51 4.54 -1.22
33 C -6.48 -1.30 1.54
34 C -6.11 0.06 2.11
35 C -7.19 0.58 3.04
36 O -5.92 0.98 1.04
37 H -7.41 -1.24 0.96
38 H -5.71 -1.66 0.86
39 H -6.62 -2.04 2.34
40 H -5.16 -0.02 2.65
41 H -8.14 0.71 2.51
42 H -6.91 1.57 3.43
43 H -7.35 -0.10 3.88
44 H -6.75 1.05 0.55
45 C 4.82 7.61 3.13
46 C 4.45 7.37 1.68
47 C 3.24 8.19 1.27
48 O 4.16 5.98 1.49
49 H 4.00 7.33 3.80
50 H 5.68 7.00 3.41
51 H 5.06 8.66 3.30
52 H 5.29 7.61 1.03
53 H 2.36 7.93 1.87
54 H 2.97 7.99 0.23
55 H 3.43 9.26 1.39
56 H 3.41 5.75 2.06
57 C -0.10 6.16 -3.12
58 C 0.01 6.96 -1.83
59 C 0.11 8.45 -2.11
60 O 1.16 6.53 -1.10
61 H 0.79 6.31 -3.74
62 H -0.16 5.09 -2.90
63 H -0.98 6.45 -3.69
64 H -0.86 6.76 -1.20
65 H 1.01 8.68 -2.70
66 H 0.20 9.01 -1.17
67 H -0.76 8.81 -2.65
68 H 1.94 6.70 -1.65
69 C -4.19 -5.20 -1.66
70 C -3.63 -6.40 -2.41
71 C -2.47 -7.03 -1.67
72 O -3.20 -5.99 -3.71
73 H -3.43 -4.43 -1.54
74 H -5.02 -4.75 -2.21
75 H -4.54 -5.49 -0.67
76 H -4.42 -7.14 -2.56
77 H -1.64 -6.32 -1.56
78 H -2.07 -7.89 -2.23
79 H -2.77 -7.38 -0.68
80 H -2.50 -5.33 -3.59
81 C -0.02 -7.67 1.86
82 C -1.41 -8.17 2.22
83 C -1.42 -8.83 3.59
84 O -1.85 -9.10 1.24
85 H 0.70 -8.50 1.82
86 H -0.02 -7.21 0.87
87 H 0.34 -6.94 2.59
88 H -2.11 -7.33 2.21
89 H -0.76 -9.70 3.61
90 H -2.42 -9.19 3.84
91 H -1.10 -8.13 4.37
92 H -1.23 -9.85 1.24

Calculated values
- E_tot (a.u.) = -2327.8293
- molar mass (g/mol) = 597.8
- relative energy (zero: lowest compared OMol25 entry of this formula, charge and spin) (kcal/mol) = 0.0
- structure (SMILES) = CCCC1=C(F)C(=O)C(N=C=S)=C(COC(C)=O)C1=O.CC(C)O.CC(C)O.CC(C)O.CC(C)O.CC(C)O
- E_HOMO (eV) = -9.743

Mulliken atomic charge list, values in e, 8 entries: atom 1 (C): -0.808, atom 2 (C): -0.349, atom 3 (C): -1.079, atom 4 (C): 0.521, atom 5 (C): 0.412, atom 6 (F): -0.323, atom 7 (C): 0.333, atom 8 (O): -0.527